{
  "formula": "C5H11ClOS",
  "method": "the ωB97M-V functional and the def2-TZVPD basis",
  "elements": ["C", "C", "C", "C", "S", "C", "O", "Cl", "H", "H", "H", "H", "H", "H", "H", "H", "H", "H", "H"],
  "positions_angstrom": [[0.30736, 0.69597, 2.07559], [0.18315, 0.18314, 0.62956], [0.18996, -1.31549, 0.58102], [1.41885, 0.60496, -0.12913], [-1.26900, 0.94800, -0.18499], [-1.25542, 0.08371, -2.12519], [-1.71001, -1.13174, -1.95378], [-2.30256, 1.24235, -3.09700], [0.29216, 1.82437, 2.24181], [-0.37634, 0.05409, 2.73100], [1.26126, 0.47598, 2.37337], [0.42216, -1.61549, -0.41661], [-0.63615, -1.86292, 0.81789], [0.83362, -1.58307, 1.31139], [1.52555, 1.75435, 0.01023], [2.29547, 0.16349, 0.17344], [1.42953, 0.50069, -1.16630], [-0.16616, 0.30621, -2.46231], [-2.44341, -1.32861, -1.40999]],
  "atomic_forces_ev_per_a": [[-2.82, 0.39, 0.08], [-0.15, 0.63, -0.67], [-0.36, 1.47, -1.78], [-0.96, 4.42, 0.75], [-0.29, -0.38, -1.79], [0.95, 3.80, 3.02], [2.09, -1.78, -2.60], [0.42, -0.82, 0.43], [-0.82, -1.47, -0.43], [0.60, 1.49, -0.62], [2.64, -0.94, 0.81], [0.74, -0.50, -0.51], [-3.05, -0.82, 0.75], [2.93, -1.36, 1.83], [0.07, -1.76, -0.13], [2.04, -1.20, 1.27], [-0.58, -0.51, -1.83], [-2.14, -1.37, 0.30], [-1.30, 0.71, 1.11]],
  "charge": 0,
  "e_lumo_ev": 0.706,
  "energy_ev": -30766.622,
  "smiles": "CC(C)(C)S[C@@H](O)Cl",
  "e_homo_ev": -8.77,
  "relative_energy_kj_mol": 177.4,
  "gap_ev": 9.48
}